--- 1 ---
Molecular formula: CH6N4
Method: DFT, ωB97M-V/def2-TZVPD

Values from the calculation:
Orbital gap = 0.3123 Eh

XYZ file:
```
11
Properties=species:S:1:pos:R:3:lowdin_charge:R:1
N -2.330 -0.296 0.085 -0.06
N -0.975 -0.544 0.032 -0.08
C -0.224 0.474 0.101 -0.26
N 1.148 0.405 -0.046 -0.15
N 1.915 -0.740 -0.047 0.00
H -2.613 0.542 -0.434 0.07
H -2.823 -1.074 -0.340 0.06
H -0.618 1.514 0.128 0.13
H 1.615 1.299 0.109 0.12
H 2.803 -0.570 -0.524 0.08
H 2.102 -1.010 0.937 0.09
```

--- 2 ---
Molecular formula: CH6N4
Method: DFT, ωB97M-V/def2-TZVPD

Values from the calculation:
Orbital gap = 0.3588 Eh

XYZ file:
```
11
Properties=species:S:1:pos:R:3:lowdin_charge:R:1
H -3.191 -0.319 -0.716 0.06
N -2.230 0.038 -0.310 -0.04
N -1.163 -0.793 -0.548 -0.05
N -0.076 -0.332 -0.099 -0.32
C 0.155 0.814 0.744 -0.05
N 1.078 -1.252 -0.179 0.07
H -0.814 1.182 0.851 0.02
H 0.644 0.457 1.687 0.09
H 0.855 1.516 0.206 0.10
H 1.049 -1.664 0.732 0.06
H 2.038 -1.046 -0.386 0.07
```

--- 3 ---
Molecular formula: CH6N4
Method: DFT, ωB97M-V/def2-TZVPD

Values from the calculation:
Orbital gap = 0.3507 Eh

XYZ file:
```
11
Properties=species:S:1:pos:R:3:lowdin_charge:R:1
C 0.269 0.223 -1.558 -0.14
N 0.408 -0.720 -0.485 -0.03
N -0.723 0.796 0.905 0.10
N 0.131 -0.412 0.693 -0.40
N 0.407 -1.049 1.743 0.06
H -1.698 0.471 0.921 0.10
H -0.512 1.192 1.799 0.06
H 0.977 -1.867 1.531 0.05
H 1.107 0.921 -1.561 0.07
H 0.296 -0.353 -2.488 0.07
H -0.663 0.798 -1.499 0.06
```

1 is preferred energetically. Next in line: 1.166 eV higher.

--- 1 ---
Molecular formula: C3H7N2
Method: DFT, ωB97M-V/def2-TZVPD

Values from the calculation:
Orbital gap = 0.3190 Eh
Total charge = +1

XYZ file:
```
12
Properties=species:S:1:pos:R:3:lowdin_charge:R:1
C 3.148 -0.058 -0.019 -0.15
C -1.090 -1.427 -0.009 0.34
C -2.296 0.737 -0.046 -0.02
N 1.989 0.414 -0.027 -0.03
N -1.757 -0.497 -0.053 0.10
H 3.299 -1.136 -0.136 0.06
H 4.030 0.590 0.153 0.08
H -0.505 -2.321 0.315 0.17
H -3.188 0.957 -0.622 0.13
H -1.732 1.486 -0.496 0.11
H -2.695 0.926 0.949 0.14
H 1.930 1.483 0.101 0.08
```

--- 2 ---
Molecular formula: C3H7N2
Method: DFT, ωB97M-V/def2-TZVPD

Values from the calculation:
Orbital gap (alpha / beta) = 0.4037 / 0.4037 Eh
Total charge = +1

XYZ file:
```
12
Properties=species:S:1:pos:R:3:lowdin_charge:R:1
N 0.710 -0.894 -0.607 0.02
C 0.541 -0.578 0.784 -0.16
C -0.313 0.799 0.652 -0.12
C -0.252 0.990 -0.829 0.06
N -1.394 0.706 -0.282 0.14
H 1.668 -0.803 -0.963 0.12
H 0.451 -1.905 -0.937 0.18
H 1.447 -0.587 1.290 0.09
H -0.079 -1.360 1.362 0.15
H -0.355 1.467 1.467 0.13
H 0.003 1.576 -1.722 0.16
H -2.428 0.587 -0.214 0.21
```

--- 3 ---
Molecular formula: C3H7N2
Method: DFT, ωB97M-V/def2-TZVPD

Values from the calculation:
Orbital gap = 0.3912 Eh
Total charge = +1

XYZ file:
```
12
Properties=species:S:1:pos:R:3:lowdin_charge:R:1
N 0.671 -0.436 -2.074 0.16
C 0.062 0.380 -1.212 -0.30
C -0.858 1.333 -0.923 0.16
C 0.039 0.843 0.132 -0.08
N -0.190 -0.364 1.477 0.19
H 0.689 -0.103 -3.050 0.14
H 1.592 -0.593 -1.651 0.13
H -1.604 1.993 -1.263 0.11
H 0.710 1.440 0.714 0.12
H -0.454 -1.112 0.951 0.07
H 0.589 -0.460 2.169 0.16
H -0.996 0.057 1.987 0.15
```

3 is preferred energetically. Next in line: 0.603 eV higher.

--- 1 ---
Molecular formula: C3H7IO
Method: DFT, ωB97M-V/def2-TZVPD

Values from the calculation:
Orbital gap = 0.3551 Eh

XYZ file:
```
12
Properties=species:S:1:pos:R:3:lowdin_charge:R:1
C -1.571 -0.207 0.773 -0.16
C 1.288 0.277 -1.294 -0.16
C -0.105 -0.149 0.383 -0.87
O 0.123 -0.243 -0.854 -0.22
I 0.949 -1.801 1.471 0.69
H -1.901 -1.039 1.344 0.03
H -1.687 0.728 1.403 0.09
H -2.318 -0.104 -0.035 0.09
H 1.774 0.850 -0.370 0.11
H 1.027 0.995 -2.143 0.11
H 2.098 -0.410 -1.659 0.10
H 0.325 1.103 0.982 0.20
```

--- 2 ---
Molecular formula: C3H7IO
Method: DFT, ωB97M-V/def2-TZVPD

Values from the calculation:
Orbital gap (alpha / beta) = 0.2801 / 0.2801 Eh

XYZ file:
```
12
Properties=species:S:1:pos:R:3:lowdin_charge:R:1
C -0.460 -1.015 -0.821 -0.06
C -0.281 0.532 1.360 -0.08
C 0.010 0.220 -0.026 -0.59
O 0.128 1.304 -0.781 0.00
I 2.783 -0.353 0.131 0.07
H -0.151 -0.753 -1.793 0.05
H -1.486 -1.072 -0.921 0.06
H 0.049 -2.021 -0.433 0.13
H 0.507 1.201 1.610 0.06
H -0.280 -0.342 1.991 0.09
H -1.257 1.155 1.382 0.14
H 0.437 1.143 -1.699 0.14
```

2 is preferred energetically. Next in line: 1.401 eV higher.

--- 1 ---
Molecular formula: C2H5FO2
Method: DFT, ωB97M-V/def2-TZVPD

Values from the calculation:
Orbital gap = 0.3611 Eh

XYZ file:
```
10
Properties=species:S:1:pos:R:3:lowdin_charge:R:1
C -0.495 1.248 0.395 -0.26
C 0.155 -1.051 -0.504 -0.28
O 0.694 -1.070 0.677 0.11
O -0.035 0.899 -0.846 -0.19
F 0.931 -1.509 -1.505 0.09
H -1.335 0.585 0.545 0.07
H -0.796 2.231 0.307 0.06
H 0.163 1.180 1.228 0.06
H -0.895 -1.337 -0.597 0.16
H 1.613 -1.176 0.301 0.17
```

--- 2 ---
Molecular formula: C2H5FO2
Method: DFT, ωB97M-V/def2-TZVPD

Values from the calculation:
Orbital gap = 0.3798 Eh

XYZ file:
```
10
Properties=species:S:1:pos:R:3:lowdin_charge:R:1
C -0.754 1.136 0.270 -0.16
C -0.303 -1.521 0.439 -0.36
O -0.084 -2.456 -0.471 0.09
O -0.542 -0.030 -0.515 -0.21
F -1.295 -1.839 1.248 0.10
H -1.780 1.480 0.125 0.07
H -0.142 1.821 -0.258 0.06
H -0.542 0.847 1.309 0.08
H 0.557 -1.190 1.077 0.17
H -0.914 -2.948 -0.690 0.15
```

--- 3 ---
Molecular formula: C2H5FO2
Method: DFT, ωB97M-V/def2-TZVPD

Values from the calculation:
Orbital gap = 0.3896 Eh

XYZ file:
```
10
Properties=species:S:1:pos:R:3:lowdin_charge:R:1
C 0.192 -0.428 -1.259 -0.08
C -0.948 1.322 -0.217 -0.12
O -0.124 -0.821 1.717 -0.12
O 0.198 0.724 -0.408 -0.15
F -0.739 2.253 0.704 0.03
H 1.174 -0.318 -1.773 0.10
H -0.469 -0.398 -2.155 0.10
H 0.024 -1.267 -0.522 0.10
H -0.055 0.156 1.776 0.02
H 0.746 -1.223 2.137 0.12
```

--- 4 ---
Molecular formula: C2H5FO2
Method: DFT, ωB97M-V/def2-TZVPD

Values from the calculation:
Orbital gap = 0.3718 Eh

XYZ file:
```
10
Properties=species:S:1:pos:R:3:lowdin_charge:R:1
C -1.408 0.404 0.034 -0.25
C 1.186 -0.158 -0.346 -0.29
O 1.165 -1.281 0.326 0.11
O -0.200 0.920 0.448 -0.21
F 2.233 0.627 -0.139 0.10
H -2.184 0.933 0.595 0.08
H -1.495 -0.670 0.253 0.07
H -1.590 0.563 -1.038 0.07
H 0.890 -0.216 -1.388 0.16
H 1.404 -1.124 1.256 0.15
```

2 is preferred energetically. Next in line: 0.058 eV higher.